A 6-piece molecular cluster, C23H43BrN5O6 overall in a non-equilibrium geometry, computed with the ωB97M-V functional and the def2-TZVPD basis.

## Properties
- Spin multiplicity: 1
- E_LUMO: -4.085 eV
- Charge: +1
- E_HOMO: -10.977 eV

Last column: Mulliken charge in e.
Geometry (Å):
O  4.580  -3.982  3.323  -0.39
C  4.341  -2.794  2.972  0.79
N  3.864  -1.552  2.755  -0.57
N  2.954  -1.289  3.809  0.01
C  1.730  -1.855  3.736  0.41
N  0.782  -1.616  4.858  -0.53
C  -0.347  -2.441  4.367  0.22
Br  -1.970  -2.590  5.478  0.00
N  -0.093  -3.067  3.077  0.04
N  1.171  -2.711  2.695  0.15
H  3.317  -0.710  4.581  0.25
H  -0.705  -3.705  2.521  0.27
H  1.699  -2.972  1.838  0.33
C  1.678  2.692  0.022  -0.53
C  2.287  1.764  1.046  -0.59
C  2.523  0.507  0.232  0.01
O  2.772  0.925  -1.116  -0.46
C  2.434  2.315  -1.235  -0.24
H  1.773  3.750  0.276  0.41
H  0.613  2.463  -0.099  0.20
H  3.244  2.169  1.392  0.30
H  1.653  1.594  1.919  0.40
H  1.634  -0.135  0.225  -0.10
H  3.372  -0.076  0.598  0.20
H  3.369  2.880  -1.320  0.33
H  1.847  2.475  -2.142  0.10
C  1.190  6.002  -5.515  -0.54
C  0.718  6.475  -4.160  -0.58
C  1.038  5.283  -3.281  -0.13
O  2.187  4.642  -3.851  -0.38
C  2.419  5.192  -5.156  -0.47
H  1.404  6.813  -6.213  0.34
H  0.432  5.352  -5.966  0.26
H  1.308  7.342  -3.843  0.26
H  -0.337  6.753  -4.134  0.35
H  0.216  4.559  -3.279  0.10
H  1.252  5.570  -2.248  0.24
H  3.309  5.826  -5.098  0.27
H  2.612  4.385  -5.866  0.26
C  -1.033  -6.060  -1.247  -0.48
C  0.327  -6.526  -0.779  -0.61
C  0.724  -5.428  0.185  -0.52
O  -0.490  -4.918  0.758  -0.23
C  -1.603  -5.436  0.010  -0.62
H  -1.659  -6.860  -1.645  0.36
H  -0.917  -5.297  -2.024  0.19
H  0.229  -7.476  -0.243  0.29
H  1.046  -6.664  -1.588  0.33
H  1.222  -4.602  -0.336  0.30
H  1.383  -5.786  0.980  0.30
H  -2.105  -6.184  0.633  0.36
H  -2.310  -4.630  -0.204  0.31
C  -0.478  -1.372  -2.462  -0.35
C  0.168  -0.025  -2.237  0.16
C  -0.660  0.875  -3.132  -0.41
O  -1.979  0.314  -3.179  -0.46
C  -1.941  -1.000  -2.608  -0.49
H  -0.299  -2.087  -1.656  0.07
H  -0.109  -1.809  -3.396  0.28
H  0.047  0.275  -1.191  -0.22
H  1.232  -0.002  -2.477  0.42
H  -0.266  0.892  -4.153  0.25
H  -0.711  1.903  -2.761  0.17
H  -2.438  -0.955  -1.632  0.23
H  -2.490  -1.696  -3.247  0.33
C  -4.431  1.870  4.680  -0.55
C  -4.615  1.533  3.219  -0.55
C  -3.459  0.586  2.966  -0.40
O  -3.205  -0.100  4.201  -0.24
C  -3.934  0.556  5.248  -0.48
H  -5.340  2.228  5.167  0.34
H  -3.659  2.640  4.789  0.26
H  -5.565  1.008  3.077  0.26
H  -4.603  2.404  2.561  0.33
H  -2.550  1.132  2.692  0.24
H  -3.678  -0.142  2.180  0.24
H  -4.769  -0.094  5.532  0.30
H  -3.287  0.693  6.118  0.28

The molecule C3H3N3O in a non-equilibrium geometry, computed with the ωB97M-V functional and the def2-TZVPD basis.

## Properties
- Spin multiplicity: 1
- E_LUMO: -0.243 eV
- ΔE to the lowest compared entry with this formula, charge and spin: 3.572 eV
- E_HOMO: -9.091 eV
- SMILES string: [H]/N=C/N=N\C=C=O

Last column: Mulliken charge in e.
Geometry (Å):
H  -0.472  -2.333  -0.665  0.21
N  -0.118  -1.512  -0.188  -0.57
C  -0.916  -0.939  0.610  0.16
N  -0.509  0.067  1.433  -0.33
N  0.211  1.038  1.212  -0.20
C  0.693  1.441  -0.003  -0.47
C  0.853  0.775  -1.135  0.77
O  1.118  0.266  -2.137  -0.31
H  -1.939  -1.255  0.853  0.37
H  1.078  2.452  0.020  0.37

C18H49BF2GeN5O4OsP as an isolated structure, computed with the ωB97M-V functional and the def2-TZVPD basis.

## Properties
- Spin multiplicity: 6
- E_LUMO (alpha / beta): -7.823 / -12.234 eV
- Charge: +3
- ΔE to the lowest compared entry with this formula, charge and spin: 3.990 eV
- <S²>: 8.771
- E_HOMO (alpha / beta): -16.322 / -16.615 eV

Last column: Mulliken charge in e.
Geometry (Å):
Os  0.437  -0.707  -0.484  2.85
C  4.020  -0.587  2.360  -2.09
C  3.166  0.096  1.302  1.57
C  3.912  0.168  -0.017  -1.29
C  2.763  1.485  1.785  -1.49
O  1.922  -0.650  1.120  -0.81
Ge  1.567  -2.397  1.896  0.01
O  0.778  -2.530  -0.143  -0.88
C  0.026  -3.699  -0.715  1.59
C  0.267  -4.867  0.219  -2.10
C  0.604  -3.969  -2.089  -1.56
C  -1.444  -3.325  -0.773  -1.35
O  -0.081  -1.748  2.366  0.47
C  -0.810  -2.288  3.515  1.36
C  -0.652  -1.333  4.692  -1.49
C  -0.265  -3.655  3.924  -1.91
C  -2.266  -2.397  3.095  -1.59
H  4.926  -0.005  2.530  0.50
H  4.331  -1.584  2.045  0.49
H  3.495  -0.665  3.315  0.51
H  4.795  0.799  0.079  0.50
H  3.280  0.592  -0.797  0.03
H  4.234  -0.820  -0.343  0.38
H  3.627  2.062  2.107  0.39
H  2.105  1.365  2.650  0.17
H  2.270  2.046  0.983  0.22
H  1.330  -5.088  0.316  0.42
H  -0.222  -5.752  -0.188  0.55
H  -0.157  -4.682  1.204  0.40
H  1.672  -4.172  -2.041  0.37
H  0.438  -3.128  -2.768  0.24
H  0.108  -4.836  -2.523  0.52
H  -1.824  -3.065  0.215  0.09
H  -2.022  -4.165  -1.158  0.51
H  -1.601  -2.479  -1.451  0.17
H  0.398  -1.079  4.852  0.33
H  -1.030  -1.789  5.606  0.46
H  -1.220  -0.412  4.542  0.23
H  0.740  -3.586  4.346  0.51
H  -0.241  -4.346  3.082  0.45
H  -0.903  -4.100  4.688  0.51
H  -2.602  -1.464  2.637  0.30
H  -2.904  -2.601  3.954  0.44
H  -2.412  -3.202  2.374  0.30
N  -0.173  2.535  3.006  -0.23
N  -0.819  1.387  2.930  0.27
H  -0.302  3.072  3.859  0.33
H  0.764  2.546  2.612  0.23
H  -0.703  0.808  2.100  -0.16
H  -1.724  1.343  3.388  0.40
F  2.477  -1.507  -2.500  -0.01
B  1.359  -0.847  -2.329  -0.19
F  0.869  -0.218  -3.411  -0.12
C  -1.250  4.908  -1.316  -0.96
N  -1.562  3.484  -1.096  0.41
C  -2.803  3.255  -0.335  -1.02
P  -0.871  2.257  -1.860  -0.49
O  -0.486  1.114  -0.950  -0.13
N  0.267  2.796  -2.863  0.68
C  -0.006  3.472  -4.146  -1.03
C  1.698  2.519  -2.659  -0.69
N  -2.159  1.591  -2.887  0.57
C  -3.140  2.459  -3.502  -1.05
C  -2.189  0.218  -3.326  -0.29
H  -1.188  5.400  -0.348  0.36
H  -2.039  5.383  -1.901  0.34
H  -0.299  5.020  -1.824  0.35
H  -2.697  3.672  0.666  0.35
H  -3.018  2.190  -0.245  0.31
H  -3.646  3.748  -0.822  0.36
H  -1.033  3.812  -4.212  0.38
H  0.214  2.792  -4.970  0.30
H  0.641  4.344  -4.227  0.39
H  1.854  1.906  -1.775  -0.24
H  2.206  3.474  -2.516  0.43
H  2.112  2.023  -3.533  0.34
H  -2.965  3.501  -3.258  0.42
H  -4.127  2.161  -3.123  0.36
H  -3.146  2.291  -4.582  0.39
H  -1.461  -0.382  -2.796  -0.36
H  -2.005  0.194  -4.406  0.39
H  -3.204  -0.162  -3.157  0.37